# C27H57Li2N5O9

A molecular structure, C27H57Li2N5O9 at a distorted geometry (ωB97M-V with the def2-TZVPD basis set, the OMol25 dataset).

Last column: Mulliken charge in e.
Atoms and positions in Å:
1 Li 20.239 -14.780 -15.691  0.751
2 Li 21.595 -16.391 -12.358  0.992
3 N 19.067 -17.225 -14.450  0.548
4 O 17.988 -17.483 -13.870  -0.611
5 O 19.040 -16.461 -15.449  -0.522
6 O 20.005 -17.096 -13.689  -0.554
7 N 22.316 -15.141 -14.459  1.272
8 O 22.962 -15.976 -13.851  -0.756
9 O 22.177 -15.320 -15.659  -0.768
10 O 21.391 -14.586 -13.794  -0.914
11 C 17.373 -11.601 -15.207  -1.364
12 C 17.682 -13.042 -15.194  1.225
13 C 16.639 -14.054 -15.494  -0.774
14 C 16.220 -13.767 -16.965  -1.113
15 C 17.450 -14.135 -17.816  -1.372
16 C 18.664 -13.387 -17.553  1.435
17 N 18.811 -13.272 -16.062  1.527
18 O 20.084 -12.567 -15.696  -0.219
19 C 18.758 -11.959 -18.295  -1.619
20 C 19.807 -14.339 -18.161  -2.246
21 C 18.232 -13.465 -13.791  -1.694
22 H 16.368 -11.513 -14.639  0.345
23 H 17.211 -11.087 -16.115  0.343
24 H 18.133 -10.941 -14.733  -0.029
25 H 15.750 -13.909 -14.829  0.509
26 H 16.864 -15.126 -15.294  0.134
27 H 16.051 -12.702 -17.177  0.337
28 H 15.352 -14.265 -17.249  0.571
29 H 17.132 -13.985 -18.827  0.526
30 H 17.614 -15.223 -17.893  0.454
31 H 19.946 -11.676 -15.879  0.073
32 H 19.774 -11.517 -18.076  0.271
33 H 17.968 -11.260 -18.045  0.294
34 H 18.755 -12.177 -19.332  0.554
35 H 19.665 -14.520 -19.191  0.513
36 H 19.987 -15.369 -17.755  0.420
37 H 20.748 -13.817 -18.121  0.465
38 H 17.440 -13.386 -13.034  0.679
39 H 19.144 -12.939 -13.504  -0.001
40 H 18.418 -14.508 -13.708  -0.134
41 C 19.918 -9.460 -13.302  -1.500
42 C 20.931 -9.456 -12.280  2.034
43 C 21.212 -10.817 -11.658  -1.561
44 C 22.143 -11.671 -12.530  2.298
45 C 23.416 -10.851 -12.763  -2.659
46 C 23.189 -9.554 -13.489  1.476
47 N 22.199 -8.788 -12.700  0.363
48 O 22.019 -7.510 -13.331  -0.550
49 C 22.883 -9.732 -14.949  -1.328
50 C 24.519 -8.778 -13.408  -1.931
51 C 20.252 -8.612 -11.152  -2.175
52 H 20.142 -10.023 -14.222  -0.088
53 H 19.810 -8.412 -13.648  0.383
54 H 18.963 -9.741 -12.887  0.619
55 H 20.258 -11.276 -11.496  0.164
56 H 21.668 -10.638 -10.727  0.659
57 H 21.599 -11.974 -13.416  -0.743
58 H 22.498 -12.633 -12.063  -0.656
59 H 24.239 -11.297 -13.328  0.594
60 H 23.944 -10.837 -11.864  0.575
61 H 22.517 -7.493 -14.124  0.450
62 H 23.641 -10.342 -15.454  0.402
63 H 22.790 -8.791 -15.441  0.422
64 H 21.987 -10.243 -15.126  0.284
65 H 24.554 -7.763 -13.704  0.355
66 H 25.354 -9.265 -13.863  0.412
67 H 24.777 -8.662 -12.357  0.467
68 H 19.194 -8.850 -10.944  0.347
69 H 20.336 -7.587 -11.309  0.548
70 H 20.626 -8.686 -10.176  0.474
71 C 23.306 -14.963 -10.216  -1.293
72 C 22.472 -15.856 -9.485  1.162
73 C 22.085 -15.583 -8.055  -1.194
74 C 20.894 -14.647 -7.795  -0.933
75 C 19.643 -14.976 -8.605  -1.245
76 C 19.989 -15.060 -10.030  2.113
77 N 21.187 -15.960 -10.301  0.676
78 O 20.962 -17.330 -10.845  -0.421
79 C 20.205 -13.727 -10.750  -1.729
80 C 18.743 -15.720 -10.764  -3.042
81 C 23.284 -17.183 -9.477  -1.687
82 H 24.273 -14.869 -9.726  0.641
83 H 22.810 -13.920 -10.153  0.114
84 H 23.549 -15.140 -11.262  0.231
85 H 22.820 -15.210 -7.308  0.296
86 H 21.751 -16.487 -7.628  0.414
87 H 21.115 -13.577 -8.010  0.323
88 H 20.688 -14.631 -6.818  0.695
89 H 18.916 -14.195 -8.452  0.377
90 H 19.290 -15.934 -8.281  0.316
91 H 20.113 -17.515 -10.469  0.321
92 H 19.296 -13.108 -10.723  0.596
93 H 20.681 -13.863 -11.680  0.019
94 H 20.893 -13.163 -10.171  0.471
95 H 18.318 -16.501 -10.190  0.674
96 H 19.040 -16.038 -11.731  1.080
97 H 17.880 -15.042 -10.944  0.296
98 H 22.886 -17.929 -8.843  0.429
99 H 24.362 -17.119 -9.242  0.365
100 H 23.349 -17.663 -10.529  0.254

As for the total charge: 0. The calculation puts the HOMO energy at -8.20 eV. The total energy is -2028.5735 Ha. For the HOMO-LUMO gap, the calculation gives 8.609 eV. The maximum force comes out at 7.17 eV Å⁻¹.

=====

# C9H16N2O5S

C9H16N2O5S in the gas phase at a distorted geometry (ωB97M-V with the def2-TZVPD basis set, the OMol25 dataset).

Last column: Mulliken charge in e.
Atoms and positions in Å:
1 C -4.248 -2.377 0.346  -0.804
2 S -4.652 -0.647 -0.005  -0.058
3 C -3.047 0.136 0.303  -0.668
4 C -2.013 -0.160 -0.808  -1.160
5 C -0.641 0.493 -0.567  0.895
6 N -0.014 -0.050 0.642  -0.175
7 C 1.312 -0.001 1.000  0.027
8 O 1.708 -0.547 2.006  -0.648
9 C 2.279 0.770 0.086  0.685
10 N 3.465 1.141 0.873  -0.727
11 C 2.702 -0.114 -1.108  -0.764
12 C 3.492 -1.363 -0.741  0.447
13 O 3.170 -2.453 -1.112  -0.579
14 O 4.593 -1.153 -0.009  -0.538
15 C -0.818 2.014 -0.505  0.135
16 O -1.032 2.665 -1.497  -0.606
17 O -0.741 2.572 0.718  -0.511
18 H -3.824 -2.488 1.368  0.255
19 H -5.172 -2.936 0.287  0.350
20 H -3.497 -2.779 -0.379  0.250
21 H -3.226 1.216 0.350  0.340
22 H -2.720 -0.155 1.272  0.321
23 H -2.392 0.198 -1.779  0.446
24 H -1.876 -1.238 -0.914  0.448
25 H -0.027 0.297 -1.449  0.035
26 H -0.544 -0.725 1.159  0.178
27 H 1.766 1.668 -0.308  0.360
28 H 3.552 2.172 0.945  0.269
29 H 3.366 0.740 1.823  0.277
30 H 3.338 0.491 -1.773  0.442
31 H 1.874 -0.441 -1.664  0.189
32 H 4.565 -0.207 0.301  0.425
33 H -0.585 1.833 1.354  0.465

As for the total charge: 0. The calculation puts the HOMO energy at -9.17 eV. For the energy above the lowest of the compared OMol25 structures with the same formula, charge and spin, the calculation gives 1.1 kcal per mole. As for the structure (SMILES): CSCC[C@H](NC(=O)[C@@H](N)CC(=O)O)C(=O)O. The total energy is -1236.4990 Ha. For the HOMO-LUMO gap, the calculation gives 9.439 eV. The maximum force comes out at 1.41 eV Å⁻¹.

=====

# C18H16ClN4O2V

A molecular structure, C18H16ClN4O2V at a distorted geometry (ωB97M-V with the def2-TZVPD basis set, the OMol25 dataset).

Last column: Mulliken spin population.
Atoms and positions in Å:
1 V 0.648 0.333 -0.958  1.018
2 C 1.360 0.410 -4.927  -0.004
3 C 0.703 -0.151 -3.716  0.037
4 O 0.968 0.420 -2.545  -0.038
5 C -0.160 -1.203 -3.711  -0.014
6 C -0.886 -1.614 -2.549  0.043
7 C -1.829 -2.766 -2.599  -0.002
8 N -0.760 -0.935 -1.428  -0.059
9 N -1.557 -1.214 -0.367  -0.001
10 C -1.399 -0.279 0.532  -0.026
11 O -0.617 0.747 0.241  0.008
12 C -2.033 -0.348 1.844  0.004
13 C -2.024 0.781 2.667  -0.003
14 C -2.599 0.720 3.924  0.002
15 C -3.176 -0.465 4.364  -0.004
16 C -3.178 -1.590 3.549  0.002
17 C -2.607 -1.539 2.291  -0.004
18 H 0.990 1.421 -5.110  0.003
19 H 1.157 -0.206 -5.797  0.000
20 H 2.439 0.474 -4.772  0.002
21 H -0.342 -1.726 -4.636  -0.001
22 H -1.909 -3.169 -3.605  0.000
23 H -2.811 -2.466 -2.234  0.003
24 H -1.471 -3.549 -1.927  0.004
25 H -1.576 1.698 2.307  0.002
26 H -2.598 1.594 4.561  0.000
27 H -3.629 -0.509 5.345  0.000
28 H -3.623 -2.511 3.900  0.000
29 H -2.587 -2.403 1.642  0.000
30 N 2.371 -2.182 -0.334  0.052
31 C 1.726 -1.255 -0.576  -0.058
32 Cl 4.342 4.340 0.129  -0.001
33 C 3.420 3.038 0.755  -0.008
34 C 3.491 2.683 2.094  0.010
35 C 2.723 1.619 2.541  -0.003
36 C 1.900 0.957 1.652  0.018
37 N 1.835 1.304 0.361  -0.007
38 C 2.587 2.318 -0.084  0.029
39 H 4.138 3.225 2.770  0.001
40 H 2.763 1.301 3.572  0.000
41 H 1.279 0.133 1.973  0.001
42 H 2.535 2.564 -1.139  -0.006

As for the total charge: +1. As for the expectation value of S²: 0.7651. The calculation puts the HOMO energy (spin up / spin down) at -11.66 / -11.72 eV. For the energy above the lowest of the compared OMol25 structures with the same formula, charge and spin, the calculation gives 8.0 kcal per mole. The total energy is -2469.0070 Ha. For the HOMO-LUMO gap (spin up / spin down), the calculation gives 6.896 / 7.270 eV. Its spin multiplicity is 2. The maximum force comes out at 4.46 eV Å⁻¹.

=====

# C8H10N2O

C8H10N2O in the gas phase at a distorted geometry (ωB97M-V with the def2-TZVPD basis set, the OMol25 dataset).

Last column: Mulliken charge in e.
Atoms and positions in Å:
1 H -0.073 -2.763 -0.190  0.222
2 N -0.450 -1.900 -0.503  -0.694
3 C 0.069 -0.949 0.138  0.508
4 C 1.172 -1.069 1.197  -1.214
5 C -0.846 0.190 0.358  1.043
6 C -2.175 -0.165 0.983  -1.683
7 C -0.519 1.485 0.254  -0.566
8 C 0.691 2.090 -0.310  -0.439
9 C 1.427 1.412 -1.244  -0.981
10 C 0.942 0.189 -1.724  0.376
11 N 0.602 -0.491 -2.608  0.522
12 O 0.071 -1.368 -3.227  -0.635
13 H 1.494 -2.111 1.374  0.358
14 H 0.765 -0.554 2.120  0.315
15 H 2.053 -0.481 0.923  0.298
16 H -1.896 0.061 2.017  0.337
17 H -2.348 -1.212 0.882  0.412
18 H -2.985 0.487 0.783  0.406
19 H -1.130 2.285 0.565  0.413
20 H 0.852 3.093 -0.160  0.483
21 H 2.285 1.770 -1.628  0.519

As for the total charge: 0. The calculation puts the HOMO energy at -8.23 eV. For the energy above the lowest of the compared OMol25 structures with the same formula, charge and spin, the calculation gives 140.5 kcal per mole. As for the structure (SMILES): [H]/N=C(C)/C(C)=C\C=C/C#[N+][O-]. The total energy is -495.3897 Ha. For the HOMO-LUMO gap, the calculation gives 8.213 eV. The maximum force comes out at 4.20 eV Å⁻¹.